1.
ORCA calculation (ωB97M-V/def2-TZVPD) on 6 unconnected molecules or ions with the total composition C30H60N2O5Si at a distorted geometry.

Geometry as ORCA input:
```
! RIJCOSX wB97M-V def2-TZVPD def2/J DEFGRID3
* xyz 0 1
C 1.872 1.440 -0.582
Si 0.286 0.991 -1.472
C 0.132 -0.911 -1.447
C -1.231 1.877 -0.797
C -1.529 1.653 0.706
C -1.712 0.162 1.085
C -2.502 -0.086 2.380
C -2.909 -1.594 2.424
C -2.368 -2.342 3.657
C -0.853 -2.147 3.883
C -0.119 -3.476 4.121
C 1.322 -3.224 4.621
C 2.131 -4.457 4.503
N 2.730 -5.453 4.432
C 1.372 -2.746 6.109
C 1.477 -1.278 6.157
N 1.338 -0.123 6.174
C 0.569 1.424 -3.313
C 1.663 2.112 -3.833
C 1.702 2.293 -5.196
C 0.732 1.816 -6.023
C -0.364 1.153 -5.523
C -0.422 0.966 -4.164
H 1.784 1.278 0.496
H 2.652 0.802 -1.011
H 2.136 2.476 -0.816
H -0.917 -1.177 -1.632
H 0.740 -1.379 -2.224
H 0.360 -1.292 -0.447
H -1.026 2.955 -0.904
H -2.144 1.703 -1.380
H -2.459 2.197 0.913
H -0.765 2.106 1.345
H -2.231 -0.321 0.250
H -0.711 -0.270 1.206
H -3.413 0.515 2.442
H -1.842 0.155 3.220
H -2.465 -2.082 1.546
H -3.990 -1.731 2.334
H -2.964 -2.043 4.525
H -2.527 -3.411 3.477
H -0.352 -1.613 3.070
H -0.741 -1.585 4.817
H -0.055 -4.059 3.196
H -0.617 -4.082 4.885
H 1.826 -2.476 4.000
H 2.229 -3.192 6.616
H 0.470 -3.094 6.616
H 2.474 2.487 -3.197
H 2.550 2.809 -5.637
H 0.771 1.928 -7.103
H -1.155 0.775 -6.159
H -1.270 0.417 -3.760
C 0.259 5.261 4.490
C 0.251 3.935 3.753
O 0.257 4.134 2.340
H -0.608 5.859 4.206
H 0.243 5.109 5.570
H 1.149 5.841 4.232
H -0.647 3.368 3.996
H 1.123 3.335 4.032
H 1.054 4.624 2.117
C 4.078 -0.528 -7.099
C 5.023 -0.120 -5.985
O 4.298 0.277 -4.823
H 3.410 0.296 -7.352
H 4.630 -0.823 -7.993
H 3.450 -1.366 -6.785
H 5.633 0.729 -6.293
H 5.691 -0.948 -5.723
H 3.763 -0.471 -4.540
C -6.266 2.874 -0.567
C -5.501 1.742 -1.226
O -4.741 1.012 -0.265
H -5.579 3.553 -0.060
H -6.840 3.440 -1.302
H -6.954 2.487 0.190
H -4.802 2.133 -1.964
H -6.189 1.055 -1.730
H -5.358 0.657 0.382
C -4.195 -5.956 0.028
C -3.252 -5.509 1.129
O -3.976 -5.019 2.256
H -4.833 -5.129 -0.285
H -3.640 -6.320 -0.838
H -4.851 -6.754 0.383
H -2.613 -4.699 0.779
H -2.614 -6.338 1.451
H -4.535 -5.732 2.578
C 6.853 1.576 -1.924
C 5.455 2.051 -1.578
O 4.935 2.916 -2.583
H 7.528 2.426 -2.035
H 7.245 0.915 -1.148
H 6.852 1.038 -2.875
H 5.465 2.605 -0.640
H 4.771 1.203 -1.477
H 4.914 2.416 -3.409
*
```

Results
SMILES string: C[Si](C)(CCCCCCCC[C@H](C#N)CC#N)c1ccccc1.CCO.CCO.CCO.CCO.CCO
Max |F| in eV Å⁻¹: 1.9
Orbital gap in eV: 9.40



2.
ORCA calculation (ωB97M-V/def2-TZVPD) on 8 unconnected molecules or ions with the total composition C30H62N4O10.

Geometry as ORCA input:
```
! RIJCOSX wB97M-V def2-TZVPD def2/J DEFGRID3
* xyz 0 1
C -1.537 2.993 -1.274
C -1.046 2.402 -2.589
C -0.005 1.325 -2.336
N 0.574 0.671 -3.516
C 1.561 -0.380 -3.187
C 2.583 -0.033 -2.114
C 3.443 1.198 -2.378
C 4.205 1.618 -1.128
N 4.848 2.921 -1.310
C 4.047 4.105 -1.324
N 4.483 5.194 -1.801
N 2.742 4.055 -0.757
C 0.859 1.411 -4.660
O 1.916 1.749 -5.105
O -0.347 1.728 -5.240
O -0.171 2.524 -6.419
H -1.781 2.205 -0.553
H -0.771 3.627 -0.816
H -2.433 3.599 -1.411
H -0.600 3.196 -3.199
H -1.876 1.983 -3.168
H 0.807 1.753 -1.728
H -0.447 0.524 -1.728
H 0.944 -1.220 -2.849
H 2.058 -0.675 -4.114
H 2.076 0.064 -1.147
H 3.219 -0.916 -1.994
H 4.159 1.002 -3.184
H 2.830 2.030 -2.744
H 3.528 1.597 -0.260
H 5.000 0.900 -0.910
H 5.605 3.043 -0.648
H 5.392 5.011 -2.227
H 2.765 3.488 0.087
H 2.090 3.610 -1.395
H 0.255 3.320 -6.058
C 3.173 3.572 4.634
C 3.572 4.012 3.247
O 2.912 3.727 2.274
C 4.832 4.833 3.129
H 2.254 2.994 4.591
H 3.970 2.972 5.077
H 3.035 4.444 5.277
H 5.682 4.273 3.524
H 4.743 5.740 3.730
H 5.005 5.099 2.089
C -1.481 -1.528 -5.050
C -1.867 -1.625 -3.597
O -1.173 -2.198 -2.787
C -3.155 -0.946 -3.196
H -0.540 -2.047 -5.217
H -2.264 -1.961 -5.677
H -1.375 -0.480 -5.335
H -3.993 -1.365 -3.758
H -3.105 0.117 -3.444
H -3.322 -1.067 -2.128
C 2.773 -2.917 2.438
C 2.285 -2.750 1.025
O 2.931 -2.167 0.180
C 0.926 -3.309 0.693
H 3.756 -2.464 2.543
H 2.061 -2.444 3.117
H 2.808 -3.979 2.688
H 0.177 -2.850 1.343
H 0.907 -4.384 0.877
H 0.701 -3.097 -0.351
C 1.232 -8.333 2.974
C 1.267 -6.828 3.059
O 1.822 -6.155 2.221
C 0.565 -6.196 4.236
H 1.763 -8.669 2.088
H 1.685 -8.768 3.868
H 0.197 -8.678 2.942
H 0.997 -6.561 5.170
H -0.488 -6.484 4.237
H 0.647 -5.113 4.183
C -5.685 5.384 1.806
C -4.912 5.161 0.528
O -4.469 4.077 0.231
C -4.718 6.369 -0.357
H -5.761 4.452 2.360
H -5.188 6.141 2.416
H -6.683 5.764 1.578
H -4.193 7.153 0.192
H -5.686 6.779 -0.649
H -4.149 6.096 -1.242
C -2.572 -1.716 2.809
C -1.363 -1.271 3.591
O -0.358 -1.945 3.592
C -1.453 0.041 4.327
H -2.355 -2.671 2.334
H -3.444 -1.826 3.457
H -2.823 -0.968 2.053
H -2.271 0.009 5.049
H -1.679 0.845 3.624
H -0.515 0.248 4.836
C -2.408 -4.479 -0.713
C -3.583 -4.762 0.192
O -3.433 -5.032 1.362
C -4.953 -4.686 -0.437
H -1.477 -4.556 -0.159
H -2.401 -5.181 -1.549
H -2.496 -3.479 -1.143
H -5.025 -5.394 -1.265
H -5.116 -3.691 -0.857
H -5.717 -4.905 0.304
*
```

Results
SMILES string: [H]/N=C(/N)NCCCCN(CCC)C(=O)OO.CC(C)=O.CC(C)=O.CC(C)=O.CC(C)=O.CC(C)=O.CC(C)=O.CC(C)=O
Max |F| in eV Å⁻¹: 0.8
Orbital gap in eV: 8.93